{"formula": "C4H5NO2", "method": "wB97M-V/def2-TZVPD", "e_above_lowest_kj_mol": 310.3, "e_lumo_ev": 0.16, "charge": 0, "energy_ev": -9811.0984, "homo_lumo_gap_ev": 9.830, "e_homo_ev": -9.7, "species": ["O", "C", "C", "O", "N", "C", "C", "H", "H", "H", "H", "H"], "positions_angstrom": [[-2.066, -0.459, 1.093], [-1.662, 0.693, 1.066], [-0.480, 1.074, 0.120], [-0.578, 2.020, -0.626], [0.623, 0.255, 0.242], [1.448, -0.147, -0.873], [0.674, -1.156, -0.089], [-2.556, 1.028, 1.574], [2.521, -0.058, -0.715], [1.098, 0.122, -1.868], [-0.206, -1.592, -0.554], [1.180, -1.789, 0.637]], "atomic_forces_ev_per_a": [[1.94, -2.06, -0.98], [-1.87, -2.25, -0.22], [-0.22, 0.54, 0.35], [0.01, -0.38, 0.35], [-0.43, 0.26, 0.17], [0.10, 0.07, -0.17], [-0.06, -0.26, 0.00], [0.69, 3.90, 0.36], [-0.22, 0.02, 0.00], [0.02, -0.07, 0.20], [0.13, 0.10, 0.10], [-0.09, 0.15, -0.15]], "mulliken_charge": [-0.43, -0.05, 0.42, -0.51, -0.18, -0.39, -0.29, 0.49, 0.23, 0.24, 0.22, 0.23]}